Entry from the Open Molecules 2025 dataset: 28 unconnected molecules or ions with the total composition C24H102F6O27P in a non-equilibrium geometry (ωB97M-V/def2-TZVPD).

XYZ file:
```
160
Properties=species:S:1:pos:R:3:forces:R:3
P -0.338021 0.297162 -0.164794 1.1 0.1 1.1
F -1.706342 -0.595086 -0.300089 0.5 0.5 -0.1
F -0.098833 -0.289780 1.329245 -0.9 0.6 0.8
F 0.559870 -0.965761 -0.595645 0.2 -1.1 -1.3
F 1.045190 1.140095 -0.013734 -0.6 0.3 0.0
F -0.424413 0.749382 -1.706033 -0.7 0.2 0.1
F -1.199534 1.574854 0.401229 0.3 -0.9 -0.8
C 2.326223 3.772979 -0.164219 -1.0 -0.7 1.0
O 2.525763 5.130819 -0.373984 1.0 0.5 -0.2
H 3.109816 3.254735 0.388499 0.5 0.4 -0.3
H 1.477293 3.704727 0.516044 -0.3 -0.6 0.0
H 2.100928 3.227791 -1.080801 0.1 -0.2 -0.1
H 1.707383 5.418822 -0.784973 0.0 0.6 -0.2
C 1.876434 -7.000276 -1.244828 -0.5 1.0 0.7
O 1.033323 -5.829416 -1.074844 0.1 -1.7 -0.3
H 2.171859 -7.171027 -2.280038 0.0 0.1 -0.1
H 2.738229 -6.775774 -0.616334 0.4 -0.6 -0.2
H 1.370754 -7.887804 -0.864457 -0.1 0.1 0.0
H 1.679303 -5.122345 -1.140868 -0.2 0.9 -0.2
C -3.712457 4.484263 2.370744 0.7 -0.4 -0.6
O -2.891670 4.424736 3.530808 -0.4 0.0 0.1
H -4.276367 3.561032 2.237506 -0.3 0.0 0.1
H -4.360009 5.360214 2.332163 0.0 0.0 0.1
H -3.015176 4.496159 1.533039 -0.2 0.3 -0.2
H -3.360070 3.863143 4.152743 0.2 0.0 0.4
C -4.123243 1.177723 -1.171751 0.5 1.1 1.4
O -5.417742 1.428149 -1.627955 -0.9 -0.3 -0.8
H -3.365256 1.372114 -1.930539 -0.3 -0.4 -0.1
H -4.005054 1.929684 -0.391567 0.9 0.2 0.3
H -4.002044 0.225671 -0.655013 0.0 -0.3 -0.5
H -5.954003 1.379351 -0.833198 -0.4 -0.1 -0.2
C -2.954198 2.095173 -6.178343 0.5 -0.2 1.0
C -2.217054 1.865178 -7.484477 -0.8 1.5 0.9
O -2.163261 0.506297 -7.763360 0.3 -0.7 -0.5
H -4.019150 1.864695 -6.207431 0.0 0.4 -0.2
H -2.706894 3.068050 -5.753546 -0.6 0.5 -0.6
H -2.565077 1.495224 -5.355696 0.2 -0.6 -0.3
H -1.245424 2.348992 -7.384743 0.4 -0.3 -0.2
H -2.765546 2.395235 -8.263140 0.0 0.1 -0.3
H -1.655963 0.398859 -8.571260 0.0 -0.3 0.0
C 2.222762 2.506719 -4.207332 -0.6 0.0 0.3
C 0.799095 2.011435 -4.631153 1.9 1.5 0.3
O 1.015141 1.334718 -5.904331 -1.1 -0.1 1.0
H 2.667196 3.186695 -4.934111 -0.1 -0.3 -0.6
H 2.863898 1.634694 -4.078425 0.1 0.1 0.0
H 2.297232 3.119632 -3.309063 -0.5 -0.3 0.4
H 0.118776 2.861601 -4.681044 0.0 0.2 -0.7
H 0.323531 1.447308 -3.828844 0.4 -1.0 -0.6
H 1.350182 1.992295 -6.518272 0.1 0.0 0.0
C 0.704405 -3.993146 1.775888 -0.6 -1.3 0.8
C -0.692267 -3.653493 2.346179 1.8 0.2 -1.0
O -0.546055 -2.477364 3.137715 -1.1 0.1 0.2
H 0.593191 -5.017307 1.419783 0.3 0.0 -0.7
H 1.505887 -4.069990 2.510625 -0.1 0.4 0.3
H 1.005729 -3.307858 0.983623 -0.2 -0.1 0.0
H -1.186568 -4.405411 2.961312 0.4 -0.1 0.0
H -1.249297 -3.559909 1.413939 -0.7 0.7 0.4
H -0.688449 -1.677297 2.626625 0.1 0.2 -0.4
C 3.139358 1.200312 2.900957 -0.8 -0.3 -0.2
C 3.597587 0.803273 4.289561 0.0 0.6 0.0
O 3.713942 1.975220 5.092027 0.8 -0.6 0.3
H 2.999243 0.342609 2.243066 0.4 0.0 -0.1
H 3.731774 1.990749 2.440153 0.3 -0.2 0.1
H 2.129670 1.604513 2.973334 0.0 0.1 0.1
H 4.565731 0.302489 4.286283 0.2 0.1 0.0
H 2.892205 0.103814 4.738219 -0.2 -0.1 -0.1
H 2.855162 2.403626 5.068683 -0.5 0.4 -0.1
C -1.087181 4.876676 -0.749010 -0.3 0.4 0.0
C -0.766194 5.664094 -2.041193 -0.7 -0.7 0.6
O 0.538494 6.217742 -1.978536 0.0 -0.1 0.0
H -0.293291 4.170764 -0.505034 0.0 0.1 -0.1
H -2.002839 4.288956 -0.814228 0.0 -0.1 -0.6
H -1.297374 5.475802 0.136979 0.5 0.5 -0.1
H -1.465962 6.465579 -2.277942 -0.3 0.0 0.4
H -0.861670 4.945428 -2.855121 0.3 -0.1 -0.3
H 0.773966 6.478901 -2.871818 0.2 0.1 0.0
C -2.990485 0.459030 2.717956 -1.2 -0.6 -0.7
C -3.925873 0.432400 3.963463 1.0 0.4 -1.9
O -3.185205 0.577495 5.094932 0.5 0.8 2.0
H -3.608881 0.433170 1.820730 -0.3 0.1 -0.2
H -2.397175 -0.444330 2.576461 0.2 0.0 0.5
H -2.356303 1.335919 2.587724 -0.1 -0.1 0.6
H -4.518903 -0.480964 4.010276 -0.3 0.0 -0.4
H -4.560797 1.315265 3.889109 -0.4 -0.1 0.0
H -2.717599 -0.237820 5.290403 0.4 -0.4 0.1
C -4.188289 -3.400908 2.327287 0.2 -1.4 0.0
C -4.136104 -3.850752 0.851321 -0.3 1.8 0.6
O -4.648738 -2.717541 0.122278 -0.3 -0.6 -0.2
H -3.972183 -4.221705 3.011169 0.5 -0.2 0.1
H -5.219157 -3.175780 2.600657 0.0 0.5 -0.3
H -3.500557 -2.581147 2.534939 -0.2 0.1 0.0
H -4.771251 -4.726632 0.718967 -0.1 0.3 -0.4
H -3.145545 -4.028222 0.432509 0.2 -0.5 0.4
H -4.124936 -1.967747 0.413903 0.1 0.1 0.0
C 0.756496 2.698637 7.140904 0.6 -1.1 -0.7
C 0.406522 2.283091 5.692202 0.0 0.7 1.3
O 1.095805 3.064721 4.767002 1.1 0.6 0.3
H 0.264103 1.971894 7.787045 -0.8 0.6 0.3
H 0.554824 3.759045 7.292423 -0.3 -0.2 0.3
H 1.786186 2.494098 7.434168 0.4 0.3 -0.6
H -0.646242 2.543899 5.583698 -0.4 -0.8 -0.1
H 0.661213 1.242291 5.492302 -0.5 -0.4 0.3
H 0.688838 2.856706 3.922789 -0.2 0.4 -0.7
C 6.381913 1.662350 0.861350 -0.5 0.6 -1.7
C 7.037967 0.304181 0.912837 0.4 0.9 1.6
O 8.421001 0.469607 1.340221 -0.5 -0.8 -0.8
H 6.431493 2.286416 1.753642 -0.3 -0.6 0.4
H 5.366834 1.536974 0.484542 -0.5 0.0 0.6
H 6.768624 2.332263 0.093397 0.7 -0.2 -0.2
H 6.956928 -0.300392 0.009498 0.5 0.4 -0.3
H 6.459721 -0.264655 1.640970 0.3 -0.3 0.4
H 8.429969 0.819919 2.233970 -0.2 0.0 0.0
C 4.117435 -2.399571 2.150191 -0.5 1.2 -0.7
C 3.966885 -1.674312 0.783760 0.3 -0.7 0.5
O 4.558190 -2.514591 -0.189230 0.5 -0.4 -0.2
H 3.620700 -3.364637 2.050259 0.1 0.0 0.3
H 3.662325 -1.780506 2.923332 -0.4 -0.2 0.1
H 5.150778 -2.507326 2.479869 0.1 -0.2 -0.5
H 4.454355 -0.700934 0.728807 0.0 0.1 0.4
H 2.936400 -1.548100 0.451687 -0.4 0.2 0.7
H 4.799532 -1.946461 -0.924469 0.4 -0.2 -0.5
O -2.252542 -1.015426 -5.446419 -0.3 -0.3 0.7
H -2.193984 -0.500646 -6.251283 0.0 0.2 -0.5
H -1.410479 -0.878674 -5.012288 0.6 -0.2 0.0
O 0.770731 -1.295392 -5.029494 -0.1 -0.2 0.4
H 1.135724 -0.477213 -5.366520 0.0 0.7 -0.5
H 0.945513 -1.937525 -5.717500 -0.1 -0.4 -0.1
O 5.151316 -1.355780 -2.713322 0.5 0.0 0.1
H 5.708756 -0.948130 -3.376122 0.3 0.0 0.0
H 4.305804 -0.917195 -2.808097 -0.8 0.0 -0.2
O -6.245157 -1.474576 -3.334648 -0.7 -0.1 -0.2
H -5.336486 -1.185568 -3.418453 0.5 -0.1 0.2
H -6.763862 -0.689592 -3.510621 -0.1 0.2 0.0
O -0.401452 3.105452 2.599840 0.3 0.0 -0.3
H -0.602309 2.539827 1.854204 0.1 -0.3 -0.3
H -1.203913 3.607079 2.743566 -0.4 0.4 0.5
O -1.692618 -1.715592 5.605029 -0.5 0.0 0.5
H -0.986817 -1.703934 6.251513 0.3 0.1 0.1
H -1.311403 -2.148778 4.841314 0.2 -0.2 -0.7
O -4.555333 -3.771186 -2.584223 -0.6 -0.4 -0.4
H -4.002580 -4.552071 -2.614345 0.1 -0.3 0.1
H -3.948847 -3.054967 -2.395989 -0.1 0.3 -0.1
O 2.371530 -1.219494 -2.843203 0.7 0.4 0.5
H 1.929315 -0.816968 -2.095768 -0.3 0.3 0.6
H 1.746493 -1.139019 -3.563676 -0.5 -0.3 -0.8
O -0.909094 -3.296548 -1.871256 -0.3 -0.1 -0.2
H -0.058599 -3.735293 -1.891314 0.5 -0.3 0.1
H -0.717626 -2.416651 -1.546692 0.0 0.3 0.2
O -3.431632 -1.239934 -2.758597 0.1 0.1 0.1
H -2.800798 -1.081855 -3.460946 0.0 -0.1 -0.6
H -2.923556 -1.142468 -1.953242 0.1 0.1 0.4
O -2.607586 -5.582321 -2.053396 0.0 -0.8 -0.1
H -1.979661 -4.861792 -2.106159 0.3 0.6 0.0
H -2.352136 -6.066244 -1.268028 0.1 -0.1 0.1
O 1.394179 -1.929256 4.852717 0.6 0.3 0.9
H 0.778033 -2.221180 4.180869 -0.5 -0.1 -0.7
H 1.966678 -2.682693 4.996977 0.2 -0.1 0.1
O 2.404238 -3.599036 -1.588195 -0.5 -0.9 0.2
H 2.305481 -2.794366 -2.097098 0.0 0.5 -0.5
H 3.207290 -3.467232 -1.084235 0.7 0.2 0.4
```
Forces are in eV/Å.

DFT total energy = -107425.145 eV
Total charge = -1
Molecular weight = 968.01 g/mol